(1)
Density functional theory data (ωB97M-V with the def2-TZVPD basis set) for 2 unconnected molecules or ions with the total composition C2H7NO2.

Each line ends with the natural charge from an NBO analysis.
Positions of all 12 atoms, in Å:
O: -1.7414 -2.5255 -0.6988  -0.945
H: 1.4202 1.1160 -1.6881  0.238
H: -0.5298 -0.8268 -0.1054  0.411
H: -0.3572 0.8529 -1.6306  0.211
N: -0.0642 -0.2570 0.5845  -0.845
H: -2.4281 -2.3325 -0.0562  0.478
H: -1.1930 -3.2240 -0.3190  0.478
O: 1.3371 1.4356 1.1010  -0.616
H: 0.1558 -0.6961 1.4645  0.391
C: 0.6509 0.8701 0.2795  0.674
H: 0.3223 2.4137 -1.1646  0.239
C: 0.4963 1.3397 -1.1460  -0.714

Atomic forces in eV per Å
O 0.3093 0.0316 -0.1043
H -0.1776 0.0627 0.0225
H 0.0616 0.1066 -0.0815
H 0.2753 0.0244 -0.0368
N 0.1753 -0.0790 0.1748
H -0.0864 -0.1220 0.1285
H -0.2326 0.0847 -0.0116
O 0.1961 0.1422 0.0881
H -0.0474 0.1017 0.0146
C -0.3767 -0.3393 -0.0988
H 0.1650 0.0149 0.0570
C -0.2619 -0.0285 -0.1526

Properties
- gap between HOMO and LUMO (eV) = 10.14
- HOMO level (hartree) = -0.3544
- LUMO energy (eV) = 0.492
- 2S+1 = 1
- energy relative to the best compared isomer or geometry (same formula, charge and spin) (kcal per mole) = 6.7
- SMILES string = CC(N)=O.O

(2)
Density functional theory data (ωB97M-V with the def2-TZVPD basis set) for 15 unconnected molecules or ions with the total composition C2H33O15.

Each line ends with the natural charge from an NBO analysis.
Positions of all 50 atoms, in Å:
H: 13.9100 -1.8190 -27.3850  0.486
O: 9.5950 -1.9720 -26.2880  -0.995
H: 10.8190 -3.1650 -29.1620  0.208
H: 7.7090 -1.6720 -29.9000  0.505
H: 12.2850 -0.8900 -24.4770  0.495
H: 8.0650 -5.9170 -27.9960  0.504
H: 12.4170 -5.5510 -26.4640  0.458
O: 11.3440 -2.7090 -24.5990  -1.001
H: 11.9570 -4.1280 -26.1410  0.489
H: 11.1830 -1.4110 -27.2410  0.180
H: 6.5360 -5.9540 -28.3340  0.479
H: 8.1210 -1.6300 -23.4230  0.454
O: 12.4410 0.0070 -24.7480  -1.003
H: 8.6440 0.6320 -29.5400  0.495
H: 10.8140 -3.9000 -27.5760  0.197
O: 8.6540 1.3570 -28.9220  -0.986
O: 7.1070 -2.5700 -27.0710  -0.988
H: 9.4030 1.0290 -25.5170  0.492
H: 8.0900 -2.3240 -26.9880  0.499
H: 14.2550 0.4400 -27.3480  0.466
O: 12.7680 -4.6340 -26.3120  -0.947
C: 10.2390 -1.8810 -27.4840  -0.086
H: 10.7200 -2.4710 -25.2530  0.492
H: 7.0370 -0.8670 -26.9360  0.481
O: 13.4260 -0.0240 -27.3940  -0.988
H: 13.0150 0.0640 -26.5100  0.511
H: 9.9870 -0.3290 -25.9330  0.506
C: 10.2570 -3.1980 -28.1840  -0.648
O: 8.1710 -0.9980 -24.1620  -0.965
H: 9.2710 -3.5890 -28.2260  0.196
O: 6.8160 -3.1260 -29.9940  -0.962
H: 9.5720 1.4760 -28.5770  0.479
H: 9.0950 -3.7410 -25.8230  0.500
H: 11.5960 0.3290 -25.0020  0.492
H: 7.0310 -3.9050 -29.5540  0.503
O: 6.9880 0.1340 -27.0030  -1.007
H: 7.1040 -2.7820 -27.9810  0.459
O: 14.3260 -2.6740 -27.2780  -0.990
H: 9.1920 -1.3230 -29.6030  0.473
O: 8.3850 -0.9750 -29.9840  -0.986
H: 7.9700 -4.5810 -25.3210  0.467
H: 7.5930 0.3840 -27.6560  0.476
O: 7.3650 -5.4620 -28.4920  -0.970
H: 5.8460 -3.0450 -30.0720  0.488
H: 9.6010 -1.1790 -28.0650  0.134
H: 8.5620 -1.4230 -24.9100  0.498
O: 10.1920 0.6170 -25.7720  -0.997
O: 8.8810 -4.6380 -25.5290  -0.995
H: 10.9840 -3.3080 -23.9750  0.471
H: 13.6740 -3.3380 -27.4880  0.476

Atomic forces in eV per Å
H -0.2894 0.6207 -0.0899
O -1.2849 -0.9067 1.5044
H -0.9132 -0.0522 0.6690
H 0.3091 0.1077 -0.1045
H -0.1002 -0.9989 0.2594
H -0.3162 0.3666 0.0014
H 0.5618 1.2524 0.1970
O 3.3016 0.0336 1.3020
H 0.4165 0.1847 0.5365
H 0.8883 -0.0561 -1.0478
H 0.7691 0.3100 0.0429
H 0.2018 0.3180 -0.7573
O 2.4598 0.0941 0.2425
H 0.0239 -0.7071 -0.4346
H 0.1007 -0.2593 0.0416
O 1.1977 1.6956 1.1050
O 1.3723 0.2769 1.1308
H -1.9508 0.6692 0.6067
H -0.8058 -0.2573 1.1427
H 0.4193 0.2535 0.1451
O -0.9371 -1.8590 -0.3928
C -0.8076 1.3114 -0.5319
H -2.4209 0.6797 -1.5172
H -0.3545 1.6806 -0.1155
O -0.5797 -0.1388 -0.3085
H 0.1815 -0.0283 0.2875
H -0.5620 -0.0302 0.1382
C 2.3476 -0.2011 -0.8422
O -0.9404 0.4496 1.9696
H -0.9437 -0.3338 -0.5843
O -1.5668 2.4372 -1.6238
H -1.1348 -0.3441 -0.4500
H 0.2386 0.6123 -0.2045
H -1.8457 0.8790 -0.3057
H 0.5188 -2.6801 1.2955
O -1.6339 -1.8355 1.9616
H -0.6896 -0.4096 -1.6345
O 0.9310 -0.1432 -0.1843
H 0.0770 -0.2867 -0.0596
O -0.2134 -0.0961 -0.7365
H -1.4706 0.1026 0.2458
H 1.5696 0.8504 -1.7387
O -0.4862 -0.6301 -0.0427
H 0.7934 -0.2223 0.2121
H 0.9615 0.1654 -0.0827
H 0.6155 -0.7162 -0.9820
O 1.7318 -0.3751 -1.0008
O 1.2764 -0.7080 -0.0866
H -0.7548 -0.7526 0.6186
H -0.2625 -0.3226 0.2031

Properties
- gap between HOMO and LUMO (eV) = 8.25
- total charge = -1
- HOMO level (hartree) = -0.2292
- LUMO energy (eV) = 2.014
- 2S+1 = 1
- energy relative to the best compared isomer or geometry (same formula, charge and spin) (kcal per mole) = 14.9

(3)
Density functional theory data (ωB97M-V with the def2-TZVPD basis set) for a molecular structure, C18H13MoN3O2S3SbTe.

Each line ends with the Löwdin spin population.
Positions of all 42 atoms, in Å:
H: -1.9846 -1.1502 -4.7987  0.000
C: 1.6925 -0.1179 -5.6327  0.000
O: -3.7127 -0.6598 0.9577  0.007
C: 1.7385 1.8734 1.1082  0.009
S: 3.9044 -2.4523 -0.9007  0.004
Te: 2.7292 -0.4714 -1.4260  -0.005
C: 1.3970 -1.4138 -6.0309  -0.001
C: -1.1043 -0.8311 -2.8824  0.008
C: 2.1359 0.1280 -4.3394  -0.001
N: -1.2529 -0.7243 -1.5590  0.004
H: 1.4343 3.4638 4.0672  0.001
O: -2.0722 0.1492 3.1557  0.002
H: 2.3635 1.8219 0.2281  0.000
C: 2.0285 2.7645 2.1236  -0.002
C: 1.5558 -2.4687 -5.1396  0.000
H: 1.0570 -1.6056 -7.0405  0.000
C: -2.6291 -0.6731 0.4293  0.003
Mo: 0.3310 -0.9131 0.0379  0.883
C: 2.2621 -0.9276 -3.4440  -0.001
C: -1.3016 0.1872 2.2334  0.001
C: 1.9882 -2.2277 -3.8438  0.000
C: 1.2198 2.7883 3.2499  0.010
C: -2.1663 -1.0699 -3.7362  -0.002
H: 1.3363 -3.4820 -5.4508  0.000
Sb: 2.2555 -3.5866 0.6403  0.033
N: -1.3926 -0.4748 1.0141  -0.002
H: -4.5617 -1.1760 -1.3502  0.000
S: 0.3513 -3.1718 -0.7693  0.026
H: -4.2892 -1.3971 -3.8496  0.000
H: 2.0949 -3.0417 -3.1383  0.001
S: 1.7580 -1.7083 1.9612  -0.009
N: 0.6983 1.0370 1.1549  0.008
C: -2.4886 -0.8482 -1.0558  0.007
C: 0.1340 1.9336 3.3051  -0.002
H: 2.3735 1.1405 -4.0336  0.000
H: 2.8833 3.4192 2.0314  0.000
H: -0.5455 1.8980 4.1445  0.000
H: -0.1005 -0.7297 -3.2649  0.000
C: -0.0958 1.0871 2.2378  0.010
H: 1.5868 0.7038 -6.3294  0.000
C: -3.4397 -1.2062 -3.2076  0.008
C: -3.6013 -1.0878 -1.8380  -0.001

Atomic forces in eV per Å
H 0.0232 0.0054 0.0024
C 0.0003 0.0248 -0.0275
O 0.0663 0.0365 0.0229
C -0.0210 -0.0256 -0.0309
S -0.0315 -0.0004 0.0334
Te -0.1166 0.0129 -0.1390
C 0.0106 -0.0325 0.0044
C 0.0611 0.0514 0.0497
C -0.0095 -0.0342 0.0536
N -0.0041 0.0386 -0.1102
H -0.0050 -0.0016 -0.0001
O 0.0953 0.0408 -0.0223
H 0.0188 0.0139 0.0104
C -0.0320 0.0107 0.0476
C 0.0131 0.0485 -0.0161
H -0.0036 0.0082 0.0026
C -0.1337 -0.1113 -0.0287
Mo -0.0394 -0.6234 -0.0464
C 0.0889 0.0165 0.0612
C -0.2070 -0.0568 0.1006
C 0.0295 -0.0387 0.0423
C 0.0339 0.0154 -0.0228
C -0.1059 -0.0188 -0.0218
H -0.0007 0.0009 -0.0018
Sb 0.0377 0.1842 0.0150
N 0.1049 0.2214 0.0159
H 0.0063 0.0016 0.0084
S -0.0138 0.1556 0.0868
H 0.0004 -0.0028 -0.0018
H -0.0098 0.0029 -0.0169
S 0.0586 -0.0827 -0.0527
N -0.0187 0.1007 0.1096
C -0.0621 -0.0073 -0.1909
C 0.0091 0.0123 -0.0102
H -0.0100 0.0146 -0.0045
H 0.0043 -0.0055 -0.0140
H -0.0064 -0.0104 -0.0034
H -0.0193 -0.0044 0.0160
C 0.1535 0.0290 0.0337
H 0.0009 -0.0039 -0.0021
C 0.0723 0.0116 -0.0231
C -0.0386 0.0019 0.0707

Properties
- ⟨S²⟩ = 0.76
- gap between HOMO and LUMO (alpha / beta) (eV) = 6.39 / 6.20
- HOMO level (alpha / beta) (hartree) = -0.2659 / -0.2552
- LUMO energy (alpha / beta) (eV) = -0.845 / -0.744
- 2S+1 = 2
- energy relative to the best compared isomer or geometry (same formula, charge and spin) (kcal per mole) = 0.0

(4)
Density functional theory data (ωB97M-V with the def2-TZVPD basis set) for a molecular structure, C13H23F5NOPPtTe.

Each line ends with the Löwdin spin population.
Positions of all 46 atoms, in Å:
H: -1.7159 -0.0107 -3.9703  0.035
O: 1.0883 0.9373 -0.6085  0.156
C: 0.7691 -2.7338 1.4030  0.001
H: -2.1668 -2.1668 -1.8067  0.006
C: -2.7595 -2.2610 1.4598  0.002
H: 0.5082 -1.7054 3.3128  0.000
C: -0.0666 -2.3128 2.5900  0.001
P: -1.3999 -1.1726 1.9638  0.011
C: -1.2338 -2.2808 -2.3593  0.058
H: -1.0208 1.0385 -2.6974  0.009
F: 3.0810 2.7611 0.1111  0.121
H: -2.7600 0.5428 2.8784  0.000
H: 2.9389 -3.8434 -1.5900  0.000
C: 1.8532 -1.5412 -2.0881  0.025
F: 2.0415 2.7899 -2.3818  0.111
H: -3.1753 -2.7533 2.3563  0.001
F: 0.5269 2.9485 1.1435  0.105
C: 0.8549 -1.8590 0.3098  0.011
C: -1.9279 -0.0590 3.2750  0.006
H: 1.4455 -4.5000 2.4238  0.000
H: -1.0947 0.6156 3.5203  0.001
Te: 1.3101 2.7886 -0.6168  0.165
F: -0.4236 3.0535 -1.4009  0.097
F: 1.4092 4.6926 -0.6269  0.143
C: 1.5939 -2.3175 -0.8177  0.001
H: -1.6248 0.9949 0.0242  0.004
H: -2.4230 0.0343 -2.3246  0.006
H: -1.4558 -2.7148 -3.3543  0.035
H: -0.5400 -3.1421 3.1268  0.000
H: -3.5356 -1.6500 0.9719  0.000
H: -1.5731 1.2670 0.7197  0.005
H: 2.5484 -0.7227 -1.8254  0.004
H: 0.9389 0.1843 -2.9717  0.005
H: 2.3835 -2.1821 -2.8057  0.000
H: -0.5848 -2.9673 -1.8105  0.007
H: 2.7829 -5.3121 0.4352  0.000
Pt: -0.1514 0.0713 0.7844  0.081
N: -0.6272 -1.0014 -2.5084  0.605
H: -2.3893 -3.0290 0.7620  0.000
C: 0.7283 -0.8802 -2.9261  0.068
C: 2.2445 -4.3651 0.3921  -0.001
C: 1.4886 -3.9349 1.4819  0.003
C: -1.4908 0.0820 -2.8883  0.057
C: 2.3085 -3.5412 -0.7371  0.004
H: 0.7697 -1.3041 -3.9640  0.046
H: -2.2406 -0.6268 4.1540  0.001

Atomic forces in eV per Å
H 0.0945 -0.0027 0.3616
O -0.2370 -1.8433 0.3121
C 0.2568 -0.1438 0.4220
H -0.0038 -0.0282 -0.1189
C -0.2775 0.2080 -0.0470
H -0.1376 -0.2765 -0.2540
C -0.9428 0.3246 0.5172
P 1.3650 -0.8130 1.5898
C -0.2732 -0.8190 0.4659
H 0.2747 0.2257 0.0600
F 1.0008 -0.1789 0.4921
H 0.1793 -0.1478 0.2943
H -0.4609 0.1490 0.4518
C 0.5775 0.3281 -0.1984
F 0.4414 -0.3053 -1.3613
H 0.0988 0.1906 -0.3935
F -0.7401 -0.2157 1.3585
C -0.1502 0.7312 0.4770
C -0.6958 -0.4297 0.5448
H 0.0077 0.0740 -0.5795
H -0.2559 -0.3084 -0.0920
Te 1.0276 1.2638 -0.0131
F -1.6974 -0.1874 -0.6784
F 0.1088 1.4159 0.0163
C 0.2846 -0.1867 0.4375
H 0.2073 -0.2463 -1.1120
H 0.0069 -0.1205 -0.1180
H 0.1107 0.2611 0.2500
H 0.3691 -0.1462 0.0155
H 0.1365 -0.3543 0.1532
H -0.0962 1.3102 1.5463
H -0.4416 -0.2015 -0.1491
H 0.0036 0.0687 -0.1390
H -0.0154 0.0047 0.4422
H 0.0655 0.1575 -0.1551
H -0.0429 0.3219 -0.0508
Pt 0.9818 -2.0695 -5.2924
N -0.1210 0.1518 -0.6128
H -0.0763 0.3285 0.2565
C 0.7851 0.2634 0.0347
C -0.0689 0.5036 0.1589
C -0.2542 -0.0600 -0.1623
C -0.5395 0.3186 0.0860
C -0.5203 -0.0313 0.0556
H -0.1596 0.1993 0.5499
H -0.1760 0.3156 0.1776

Properties
- ⟨S²⟩ = 2.01
- gap between HOMO and LUMO (alpha / beta) (eV) = 4.51 / 5.36
- HOMO level (alpha / beta) (hartree) = -0.1777 / -0.3307
- LUMO energy (alpha / beta) (eV) = -0.323 / -3.637
- 2S+1 = 3
- energy relative to the best compared isomer or geometry (same formula, charge and spin) (kcal per mole) = 36.3